[1]
Computed, not measured: C26H35FMnN6SSi as an isolated structure at a distorted geometry, with ωB97M-V with the def2-TZVPD basis set.

Geometry as XYZ:
```
71
Properties=species:S:1:pos:R:3:forces:R:3
Mn -0.4431 -0.3373 0.1626 1.268 -0.064 -0.188
C 3.6838 -0.4028 -1.2633 0.139 -0.173 0.137
C 2.2327 -0.1978 -0.9913 -0.465 0.235 -0.218
N 1.6363 -0.2895 0.1597 -0.742 -0.156 -0.544
N 2.3670 -0.5017 1.2816 0.359 0.225 0.469
C 1.7381 -0.5770 2.4785 0.613 -0.125 0.106
N 2.5717 -0.7668 3.5424 -0.283 0.072 -0.267
S 0.0904 -0.5186 2.6315 -0.363 -0.014 -0.144
C 1.3281 0.1432 -2.0989 -0.031 0.050 0.484
C 1.7277 0.1190 -3.4368 -0.476 0.147 0.236
C 0.8095 0.5008 -4.3992 0.038 -0.002 0.115
C -0.4590 0.9023 -4.0045 -0.058 0.006 0.161
C -0.7941 0.8767 -2.6581 0.348 -0.041 -0.300
N 0.0709 0.5057 -1.7121 0.301 -0.414 -0.057
H 4.2961 -0.5141 -0.3638 -0.063 0.047 -0.214
H 4.0884 0.4265 -1.8407 0.048 0.033 -0.009
H 3.8013 -1.3167 -1.8521 0.078 0.008 0.013
H 3.3652 -0.6745 1.2078 -0.370 0.005 0.064
H 3.5247 -0.4481 3.5033 0.044 -0.013 -0.041
H 2.1387 -0.7610 4.4495 -0.044 -0.002 0.002
H 2.7131 -0.2091 -3.7220 0.122 -0.037 0.045
H 1.0842 0.4814 -5.4447 -0.025 0.008 -0.038
H -1.1986 1.2156 -4.7256 -0.026 0.012 -0.042
H -1.7848 1.1441 -2.3254 -0.083 0.026 0.010
C -5.2370 -0.3240 1.1519 0.142 -0.197 -0.041
Si -3.6489 -1.1945 0.6038 -0.241 -0.126 0.010
C -4.1492 -2.4590 -0.7050 0.073 0.204 0.116
C -3.0233 -2.1376 2.1011 0.061 0.154 -0.119
N -2.4478 -0.0522 0.1093 0.332 -0.614 0.175
C -2.7381 1.2462 -0.1481 0.001 0.538 -0.063
C -3.8973 1.7410 -0.7732 -0.043 0.043 -0.055
C -4.0661 3.0885 -1.0451 0.013 0.121 -0.013
C -3.0927 4.0248 -0.7217 0.006 -0.025 0.027
C -1.9239 3.5843 -0.1061 -0.085 -0.063 -0.038
C -1.7967 2.2458 0.1497 -0.038 -0.013 -0.023
F -0.6248 1.7979 0.7383 -0.119 0.204 0.110
H -5.7865 -1.0199 1.7854 -0.080 -0.093 0.100
H -5.8955 -0.0504 0.3322 -0.084 0.018 -0.095
H -5.0423 0.5724 1.7376 0.070 0.100 0.057
H -5.0269 -3.0042 -0.3551 -0.085 -0.050 0.052
H -3.3609 -3.1806 -0.9090 0.083 -0.041 0.009
H -4.4122 -1.9801 -1.6488 -0.029 0.052 -0.085
H -3.4682 -3.1254 2.1794 -0.152 -0.172 0.000
H -3.2475 -1.5909 3.0163 0.003 0.075 0.111
H -1.9466 -2.2694 2.0481 0.128 -0.081 -0.039
H -4.6650 1.0398 -1.0683 0.015 -0.025 -0.033
H -4.9766 3.4096 -1.5340 -0.028 0.032 -0.013
H -3.2323 5.0727 -0.9416 -0.006 0.038 -0.014
H -1.1251 4.2568 0.1724 0.030 0.047 0.001
C 1.3463 -5.8831 0.5166 -0.042 -0.077 0.047
N 1.1960 -4.6323 1.2273 0.045 0.004 -0.072
C -0.1154 -4.5194 1.8274 -0.020 -0.007 0.039
C 1.5492 -3.4492 0.4396 -0.037 0.126 0.124
C 0.7040 -3.1663 -0.7911 0.000 0.168 0.231
C 0.9490 -3.9783 -1.9006 -0.012 -0.043 -0.053
C 0.1799 -3.9042 -3.0461 0.002 -0.010 -0.019
C -0.8737 -3.0053 -3.0694 -0.004 -0.046 -0.044
C -1.0807 -2.1683 -1.9878 -0.121 0.141 0.234
C -0.2899 -2.1588 -0.8202 -0.038 -0.066 -0.159
H 1.2122 -6.7054 1.2199 0.002 -0.047 0.036
H 2.3513 -5.9563 0.0979 0.035 0.002 -0.013
H 0.6229 -6.0166 -0.3003 -0.016 -0.021 0.005
H -0.2781 -5.3603 2.5027 -0.014 -0.030 0.016
H -0.9316 -4.5005 1.0932 -0.067 -0.005 -0.072
H -0.1645 -3.5994 2.4058 -0.042 0.086 0.078
H 2.5998 -3.5794 0.1549 0.060 0.065 -0.045
H 1.4788 -2.6078 1.1277 -0.037 -0.170 -0.117
H 1.7636 -4.6917 -1.8587 0.049 -0.010 -0.010
H 0.3883 -4.5430 -3.8929 0.015 -0.044 -0.060
H -1.5199 -2.9420 -3.9355 -0.051 0.017 -0.052
H -1.8980 -1.4575 -2.0565 0.001 0.010 -0.011
```
Forces are in eV/Å.

- <S²>: 1.089
- Multiplicity: 2
- Kohn-Sham gap (spin up / spin down): 6.325 / 5.924 eV


[2]
Computed, not measured: C33H40N7PbSe as an isolated structure, with ωB97M-V with the def2-TZVPD basis set.

Geometry as XYZ:
```
82
Properties=species:S:1:pos:R:3:forces:R:3
Pb -0.5234 0.2151 0.1128 0.178 -0.118 0.125
C -0.1430 -3.0706 -0.4673 0.039 0.076 -0.055
C -1.6307 -3.3523 -0.6360 -0.036 -0.020 -0.002
C -2.6033 -2.6566 0.2754 0.007 0.036 0.039
C -3.6669 -3.3680 0.8240 -0.015 -0.021 -0.022
C -4.6025 -2.7168 1.6077 -0.018 -0.009 0.006
C -4.4570 -1.3531 1.8358 0.001 0.000 0.018
C -3.3685 -0.7199 1.2800 0.056 -0.006 0.059
N -2.4594 -1.3454 0.5151 0.023 -0.060 -0.012
N 0.3883 -1.7742 -0.9947 0.090 -0.033 -0.006
C 0.0126 -1.5738 -2.4063 -0.037 0.048 -0.015
C 0.5073 -0.2393 -2.8986 -0.057 -0.018 -0.018
C 0.8063 -0.0317 -4.2313 0.034 -0.020 0.002
C 1.2174 1.2274 -4.6422 0.009 0.036 0.004
C 1.3222 2.2392 -3.6986 0.012 -0.009 -0.038
C 1.0105 1.9548 -2.3849 0.032 -0.053 0.020
N 0.6153 0.7360 -1.9866 -0.063 0.129 -0.015
C 1.8892 -1.8781 -1.0128 0.008 -0.053 -0.067
C 2.6028 -1.9909 0.3075 -0.030 -0.024 -0.082
C 3.8644 -2.5694 0.3423 -0.050 -0.095 0.025
C 4.5446 -2.5861 1.5478 0.012 0.012 0.022
C 3.9407 -2.0223 2.6633 0.041 -0.026 0.005
C 2.6846 -1.4644 2.5227 -0.147 0.027 -0.057
N 2.0152 -1.4437 1.3621 -0.002 0.144 -0.003
H 0.3917 -3.8647 -0.9983 0.015 0.001 0.034
H 0.1516 -3.1265 0.5782 0.002 -0.006 0.088
H -1.7449 -4.4257 -0.4830 0.003 -0.010 0.025
H -1.9511 -3.1948 -1.6698 0.027 -0.019 -0.012
H -3.7500 -4.4307 0.6363 -0.004 0.017 0.003
H -5.4278 -3.2650 2.0441 0.009 0.005 -0.005
H -5.1549 -0.8031 2.4525 0.016 -0.014 -0.012
H -3.1925 0.3358 1.4724 0.007 -0.025 0.004
H -1.0721 -1.6067 -2.5153 -0.029 0.045 0.046
H 0.4309 -2.3721 -3.0258 -0.028 -0.019 -0.023
H 0.7252 -0.8507 -4.9349 -0.003 0.019 0.011
H 1.4583 1.4140 -5.6809 -0.004 -0.004 0.019
H 1.6455 3.2344 -3.9704 -0.001 -0.017 0.003
H 1.0803 2.7087 -1.6217 -0.017 0.033 0.044
H 2.2847 -1.0094 -1.5381 -0.042 0.020 0.030
H 2.1259 -2.7503 -1.6312 0.044 0.019 0.002
H 4.3023 -3.0012 -0.5492 -0.018 0.002 0.019
H 5.5272 -3.0336 1.6175 -0.009 0.009 0.003
H 4.4335 -2.0187 3.6256 -0.005 0.008 -0.016
H 2.1858 -1.0146 3.3730 -0.053 0.015 0.019
C -1.2149 3.3375 1.4962 0.075 -0.038 -0.026
N 0.0822 2.8440 1.0091 0.047 -0.062 0.000
C 0.7769 3.9693 0.3555 -0.047 -0.018 -0.002
C 0.9191 2.4126 2.1377 -0.057 0.039 0.025
C 0.3162 1.2755 2.9147 0.044 -0.054 0.161
C 0.3540 1.2864 4.3126 0.038 0.075 -0.050
C -0.1440 0.2294 5.0539 0.000 -0.024 0.007
C -0.6780 -0.8818 4.4148 0.004 -0.086 0.004
C -0.7392 -0.9292 3.0269 0.167 0.051 0.056
C -0.2524 0.1642 2.3372 -0.179 0.086 -0.235
H -1.0807 4.1576 2.2110 0.002 -0.009 0.006
H -1.7682 2.5412 1.9990 0.012 -0.006 -0.016
H -1.7960 3.7018 0.6517 0.096 -0.008 0.038
H 0.9265 4.7874 1.0680 0.006 0.009 -0.006
H 0.1790 4.3533 -0.4701 0.011 -0.046 -0.043
H 1.7577 3.6557 -0.0011 -0.005 0.021 0.036
H 1.0907 3.2482 2.8257 0.009 0.025 -0.009
H 1.8958 2.1165 1.7434 -0.005 -0.016 0.000
H 0.7844 2.1471 4.8126 -0.012 -0.018 -0.007
H -0.1063 0.2664 6.1344 0.000 -0.006 -0.007
H -1.0415 -1.7243 4.9891 0.002 0.017 -0.003
H -1.1121 -1.8150 2.5359 -0.064 0.022 -0.009
C -4.4862 -1.0854 -2.2617 -0.009 0.071 0.012
N -4.8628 0.0589 -1.4318 -0.029 0.031 -0.106
C -6.1386 0.2792 -0.9769 0.021 -0.031 0.011
C -6.1322 1.4728 -0.3373 -0.001 0.005 0.016
N -4.8535 1.9661 -0.4137 -0.013 0.060 0.007
C -4.4547 3.2652 0.1369 -0.067 -0.072 -0.062
C -4.0786 1.0950 -1.0841 -0.020 -0.049 0.071
Se -2.2791 1.3587 -1.6085 -0.025 0.016 -0.045
H -5.0289 -1.9603 -1.9133 0.005 -0.001 0.004
H -3.4174 -1.2461 -2.1676 0.004 -0.012 -0.003
H -4.7374 -0.8854 -3.3015 -0.002 -0.002 -0.004
H -6.9414 -0.4154 -1.1594 0.021 0.015 0.001
H -6.9276 2.0158 0.1454 0.018 -0.008 -0.014
H -5.2944 3.9473 0.0402 -0.014 0.008 0.012
H -3.6161 3.6497 -0.4335 -0.030 -0.003 -0.024
H -4.1872 3.1610 1.1866 -0.001 -0.001 -0.011
```
Forces are in eV/Å.

- Net charge: +3
- Kohn-Sham gap: 6.850 eV


[3]
Computed, not measured: C9H11NO7P2PdS2Se as an isolated structure at a distorted geometry, with ωB97M-V with the def2-TZVPD basis set.

Geometry as XYZ:
```
34
Properties=species:S:1:pos:R:3:forces:R:3
Pd 0.1323 -0.9189 -1.1740 -1.181 0.398 -0.265
C 2.6778 2.4859 0.8074 -0.095 0.004 -0.016
C 2.3126 1.7608 -0.4824 0.493 0.433 -0.209
O 3.0015 2.3761 -1.5891 0.000 -0.091 0.070
P 2.9172 0.0577 -0.4615 -0.060 -0.001 0.472
O 2.6262 -0.4335 1.0100 0.149 0.088 -0.044
O 4.4970 0.1293 -0.4785 -0.023 -0.198 -0.229
O 2.3050 -0.7833 -1.5333 0.793 0.071 0.446
P 0.5410 1.6902 -0.8356 -0.806 0.269 -0.538
O 0.1942 3.2405 -0.7583 -0.017 0.013 0.268
O -0.1363 0.8313 0.2075 0.185 -0.200 -0.057
O 0.3249 1.1354 -2.2249 0.425 0.208 0.025
H 3.7466 2.3914 1.0045 -0.026 0.004 -0.019
H 2.1211 2.0726 1.6464 0.008 -0.004 0.018
H 2.4327 3.5391 0.6968 -0.017 0.034 -0.028
H 2.3799 2.4938 -2.3230 0.091 -0.182 0.008
H 3.1557 -1.1862 1.2956 -0.020 -0.162 0.070
H 4.8543 0.2238 -1.3687 0.144 0.086 -0.138
H -0.7464 3.4233 -0.6623 -0.134 0.029 -0.055
S -2.0999 -0.9563 -1.6745 0.566 0.001 -0.038
C -2.7102 -0.9446 -0.0390 -0.318 0.101 -0.198
C -3.9415 -0.3765 0.2580 -0.106 -0.069 -0.001
C -4.4736 -0.5207 1.5321 0.107 0.006 -0.095
C -3.7493 -1.1959 2.5036 -0.008 -0.044 0.095
C -2.5000 -1.7253 2.2099 0.044 0.065 0.213
C -1.9820 -1.5897 0.9344 0.325 -0.225 0.341
S -0.3893 -2.2564 0.5423 -0.117 -0.446 -0.005
H -4.4799 0.1514 -0.5192 -0.040 0.018 0.028
H -5.4421 -0.1020 1.7686 0.004 0.037 -0.014
H -4.1481 -1.2890 3.5055 0.009 -0.043 -0.012
H -1.9151 -2.2232 2.9740 -0.045 0.011 0.028
Se 0.6320 -2.7451 -2.6020 -0.244 -0.209 -0.051
C -0.6741 -3.9783 -2.2116 -0.093 0.077 0.024
N -1.4642 -4.7776 -1.9588 0.009 -0.078 -0.094
```
Forces are in eV/Å.

- Kohn-Sham gap: 6.109 eV


Record order is preserved below.
Energy above the lowest of the compared OMol25 structures with the same formula, charge and spin: 0.0 1.6 27.0 kcal/mol